38
Properties=species:S:1:pos:R:3:lowdin_charge:R:1 method="wB97M-V/def2-TZVPD" orbital_gap_ev=8.822 smiles="CCC(CC)NC(=O)CO/N=C/c1ccc(Cl)cc1Cl" e_above_lowest_kcal_mol=0.0 largest_force_ev_per_a=1.28
Cl 0.236 -1.592 -5.590 0.694
Cl 1.633 -3.415 -0.768 0.721
O 1.675 0.849 1.925 -0.138
O -0.100 3.873 2.676 0.062
N 1.377 0.692 0.584 0.069
N -0.734 1.702 2.745 0.104
C -2.141 1.919 3.016 -0.330
C -2.298 0.061 4.792 -0.096
C 1.586 2.208 2.305 -0.098
C 0.491 0.020 -3.440 -0.093
C 0.766 0.255 -2.111 -0.015
C 1.414 -0.503 0.151 -0.098
C 1.126 -0.780 -1.241 -0.224
C 0.157 2.692 2.591 -0.480
C -2.468 1.542 4.469 -0.198
C 1.198 -2.076 -1.765 -0.601
C 0.574 -1.277 -3.931 -0.672
C -2.973 1.182 1.961 -0.212
C 0.926 -2.328 -3.099 -0.131
C -4.464 1.473 2.070 -0.097
H -1.281 -0.270 4.591 0.068
H 1.665 -1.342 0.799 0.102
H 2.175 2.298 3.222 0.136
H 0.216 0.829 -4.098 0.108
H -2.295 2.999 2.905 0.146
H -4.995 1.017 1.237 0.071
H -2.985 -0.551 4.215 0.066
H -4.877 1.075 2.993 0.066
H -1.809 2.126 5.115 0.115
H -0.414 0.748 2.670 0.132
H -3.492 1.846 4.686 0.104
H -2.799 0.107 2.040 0.104
H -2.617 1.500 0.978 0.115
H 2.021 2.856 1.538 0.130
H -4.644 2.546 2.044 0.079
H 0.711 1.252 -1.705 0.115
H -2.502 -0.110 5.847 0.072
H 0.988 -3.333 -3.485 0.104